ORCA calculation (the ωB97M-V functional and the def2-TZVPD basis) on 6 unconnected molecules or ions with the total composition C27H65NO8P at a distorted geometry.

Calculated values
LUMO = 0.079 hartree
Electronic energy = -2065.63906 a.u.
HOMO level = -4.03 eV
Total charge = -1

Last column: Mulliken charge in e.
CARTESIAN COORDINATES (ANGSTROEM)
C: -1.113 -0.740 5.930  -1.190
C: -1.323 -0.526 4.346  0.671
O: -1.396 -1.838 3.737  -0.556
C: -2.490 0.498 3.947  -0.582
C: -3.953 -0.124 3.766  0.839
N: -4.094 -1.093 2.641  -0.614
C: -4.920 1.134 3.370  -0.038
O: -6.123 0.997 2.975  -0.711
O: -4.370 2.417 3.428  -0.776
P: -4.598 -0.743 5.448  0.080
C: -6.137 0.185 6.026  -1.022
C: -4.823 -2.622 5.503  -0.967
H: -0.227 -1.483 6.027  0.342
H: -1.991 -1.233 6.460  0.239
H: -0.754 0.231 6.419  0.271
H: -0.335 -0.056 3.968  -0.136
H: -1.996 -2.430 4.236  0.356
H: -2.172 1.122 3.040  0.118
H: -2.570 1.255 4.818  0.242
H: -3.817 -2.049 2.941  0.247
H: -5.072 -1.200 2.336  0.341
H: -5.959 1.299 6.246  0.308
H: -6.979 0.114 5.242  0.302
H: -6.593 -0.249 6.998  0.353
H: -5.936 -2.945 5.466  0.307
H: -4.462 -2.960 6.549  0.277
H: -4.193 -3.210 4.754  0.290
C: 2.922 3.832 4.456  -1.086
C: 2.309 2.443 4.516  -0.349
O: 1.434 2.163 3.434  -0.249
C: 2.000 2.194 2.133  1.159
C: 3.111 1.178 1.929  -1.403
H: 2.142 4.593 4.366  0.257
H: 3.506 4.030 5.359  0.420
H: 3.587 3.942 3.596  0.244
H: 1.709 2.363 5.426  0.287
H: 3.084 1.672 4.587  0.368
H: 2.339 3.206 1.889  -0.176
H: 1.188 1.965 1.438  -0.541
H: 3.979 1.400 2.554  0.396
H: 3.440 1.177 0.887  0.416
H: 2.768 0.174 2.192  0.308
C: -1.857 0.307 -0.823  -1.286
C: -0.940 1.508 -0.677  0.147
O: 0.361 1.299 -1.221  -0.296
C: 0.427 1.023 -2.611  0.206
C: -0.121 2.141 -3.481  -1.238
H: -1.389 -0.588 -0.404  0.242
H: -2.803 0.485 -0.305  0.433
H: -2.084 0.098 -1.872  0.319
H: -0.800 1.714 0.387  0.072
H: -1.393 2.407 -1.110  0.187
H: -0.066 0.070 -2.833  -0.158
H: 1.486 0.885 -2.847  0.365
H: -1.195 2.276 -3.332  0.303
H: 0.045 1.919 -4.538  0.443
H: 0.364 3.091 -3.239  0.210
C: 2.501 7.686 1.281  -0.997
C: 2.191 7.641 -0.205  -0.299
O: 2.235 6.332 -0.754  -0.467
C: 1.318 5.389 -0.213  0.288
C: -0.138 5.780 -0.401  -1.165
H: 3.457 7.198 1.490  0.258
H: 2.549 8.721 1.629  0.405
H: 1.737 7.171 1.868  0.242
H: 2.945 8.225 -0.739  0.332
H: 1.225 8.111 -0.421  0.290
H: 1.545 5.200 0.841  -0.063
H: 1.496 4.448 -0.742  0.172
H: -0.388 6.682 0.163  0.361
H: -0.796 4.978 -0.058  0.373
H: -0.350 5.984 -1.454  0.277
C: 0.704 -3.013 -1.866  -0.898
C: 0.389 -3.061 -3.351  -0.346
O: 0.429 -4.373 -3.898  -0.341
C: -0.487 -5.313 -3.355  -0.304
C: -1.943 -4.919 -3.538  -1.144
H: 1.660 -3.502 -1.659  0.309
H: 0.755 -1.977 -1.521  0.233
H: -0.060 -3.524 -1.276  0.277
H: 1.144 -2.479 -3.888  0.304
H: -0.576 -2.589 -3.565  0.256
H: -0.258 -5.502 -2.301  0.309
H: -0.311 -6.255 -3.883  0.378
H: -2.189 -4.017 -2.974  0.239
H: -2.601 -5.720 -3.193  0.407
H: -2.157 -4.715 -4.590  0.302
C: 2.333 -6.092 -5.822  -0.413
C: 3.249 -4.890 -5.677  -0.190
O: 4.547 -5.096 -6.222  -0.454
C: 4.611 -5.371 -7.613  -0.288
C: 4.059 -4.253 -8.480  -1.027
H: 2.802 -6.987 -5.405  0.272
H: 1.389 -5.914 -5.303  -0.153
H: 2.104 -6.300 -6.870  0.278
H: 3.391 -4.684 -4.613  0.228
H: 2.794 -3.992 -6.108  0.230
H: 4.120 -6.324 -7.835  0.283
H: 5.670 -5.507 -7.850  0.338
H: 2.984 -4.120 -8.329  0.261
H: 4.223 -4.473 -9.537  0.387
H: 4.542 -3.303 -8.238  0.274

ORCA calculation (the ωB97M-V functional and the def2-TZVPD basis) on 9 unconnected molecules or ions with the total composition C27H66F3N7O13S2 at a distorted geometry.

Calculated values
LUMO = -0.360 hartree
Electronic energy = -3524.35547 a.u.
HOMO level = -18.61 eV
Total charge = +4

Last column: Mulliken charge in e.
CARTESIAN COORDINATES (ANGSTROEM)
S: -0.568 1.152 -0.114  1.118
O: -1.197 -0.054 0.419  -1.616
O: 0.794 0.931 -0.456  -1.134
O: -1.260 1.603 -1.256  -0.663
O: -0.642 2.148 0.878  -0.663
C: 4.455 1.822 -3.704  -1.201
C: 3.091 1.439 -3.095  0.390
O: 2.071 1.746 -3.623  -0.304
N: 3.131 0.654 -1.794  0.410
H: 3.753 1.128 -1.153  0.516
H: 2.218 0.768 -1.378  0.317
C: 3.236 -0.831 -2.023  -0.793
H: 5.033 0.929 -3.942  0.381
H: 5.041 2.498 -3.081  0.370
H: 4.295 2.196 -4.715  0.377
H: 3.474 -1.163 -1.012  0.433
H: 3.892 -1.069 -2.860  0.404
H: 2.230 -1.220 -2.181  0.142
C: -1.891 5.733 0.706  -0.880
C: -1.882 5.153 -0.721  0.840
O: -2.790 5.436 -1.502  -0.416
N: -0.789 4.185 -1.067  0.671
H: -0.084 4.202 -0.344  0.518
H: -1.063 3.216 -0.994  -0.603
C: -0.335 4.428 -2.525  -0.756
H: -1.425 5.031 1.398  0.052
H: -2.915 5.784 1.076  0.336
H: -1.480 6.742 0.726  0.369
H: 0.621 3.924 -2.669  0.204
H: -0.136 5.497 -2.602  0.512
H: -1.183 4.091 -3.121  0.274
C: -3.303 2.970 2.881  -0.669
C: -3.090 1.442 3.268  0.738
O: -2.882 1.021 4.406  -0.505
N: -3.163 0.451 2.090  1.303
H: -3.646 0.796 1.273  0.213
H: -2.231 0.334 1.719  -0.501
C: -3.795 -0.922 2.430  -0.666
H: -3.166 3.591 3.767  0.419
H: -4.349 3.158 2.638  0.452
H: -2.599 3.242 2.095  -0.298
H: -3.753 -1.459 1.483  0.154
H: -4.785 -0.614 2.769  0.399
H: -3.096 -1.446 3.081  0.294
C: 1.672 4.827 3.508  -1.308
C: 1.048 3.428 3.385  0.649
O: 0.158 3.045 4.116  -0.406
N: 1.494 2.571 2.291  0.372
H: 0.663 2.453 1.730  0.088
H: 2.166 3.069 1.725  0.441
C: 2.109 1.228 2.792  -0.737
H: 1.291 5.563 2.800  0.309
H: 2.761 4.824 3.471  0.419
H: 1.405 5.243 4.480  0.401
H: 1.507 0.762 3.572  0.342
H: 3.118 1.475 3.121  0.487
H: 2.207 0.678 1.855  0.198
C: -3.783 -3.236 -2.323  -0.760
C: -2.792 -3.154 -1.202  0.634
O: -2.530 -4.073 -0.472  -0.470
N: -1.891 -1.918 -1.340  1.767
H: -2.311 -1.169 -1.872  -0.617
H: -1.798 -1.466 -0.442  -0.054
C: -0.587 -2.297 -2.009  -0.374
H: -4.359 -4.160 -2.351  0.465
H: -3.375 -3.346 -3.328  0.282
H: -4.461 -2.383 -2.317  0.039
H: -0.378 -1.420 -2.621  0.081
H: -0.700 -3.150 -2.678  0.451
H: 0.236 -2.437 -1.307  0.107
C: -4.203 0.416 -5.398  -1.460
C: -2.987 0.332 -4.461  0.329
O: -2.662 -0.650 -3.869  -0.341
N: -2.266 1.579 -4.118  0.399
H: -2.488 2.174 -4.903  0.572
H: -2.720 2.054 -3.351  0.082
C: -0.736 1.330 -4.090  -0.905
H: -4.934 -0.361 -5.177  0.349
H: -4.054 0.414 -6.478  0.406
H: -4.664 1.344 -5.060  0.459
H: -0.528 0.690 -4.948  0.494
H: -0.344 0.796 -3.225  -0.077
H: -0.223 2.292 -4.092  0.482
C: 0.685 -2.492 2.412  -1.220
C: 1.632 -3.756 2.417  -0.439
C: 3.007 -3.211 2.244  -0.303
N: 4.060 -4.396 2.523  0.128
C: 3.725 -5.593 1.564  -0.989
C: 4.211 -4.943 3.944  -0.610
C: 5.650 -5.511 3.904  -0.527
C: 6.400 -4.891 2.678  -0.876
C: 5.398 -3.862 2.112  -0.514
H: 0.775 -1.792 1.582  0.118
H: 0.670 -1.940 3.352  0.441
H: -0.311 -2.933 2.360  0.440
H: 1.269 -4.374 1.596  0.488
H: 1.360 -4.255 3.347  0.326
H: 3.389 -2.390 2.850  0.370
H: 3.047 -2.840 1.219  -0.056
H: 4.468 -6.391 1.562  0.460
H: 3.669 -5.138 0.575  0.336
H: 2.811 -6.033 1.964  0.373
H: 3.430 -5.641 4.244  0.366
H: 4.103 -4.067 4.584  0.412
H: 5.530 -6.562 3.642  0.306
H: 6.068 -5.381 4.902  0.417
H: 6.720 -5.593 1.908  0.351
H: 7.330 -4.461 3.048  0.366
H: 5.366 -3.742 1.029  0.414
H: 5.487 -2.941 2.688  0.443
C: -6.339 0.743 -1.950  0.289
F: -6.863 -0.277 -1.335  -0.183
F: -6.242 0.406 -3.264  -0.151
F: -7.183 1.816 -1.630  -0.194
S: -4.550 1.083 -1.291  0.849
O: -3.998 2.160 -2.139  -0.888
O: -4.717 1.404 0.134  -0.832
O: -3.959 -0.233 -1.361  -0.448